No. 1
{"formula": "C43H58N10O6PTi", "method": "ωB97M-V with the def2-TZVPD basis set", "symbols": ["Ti", "C", "C", "C", "C", "C", "H", "H", "H", "H", "H", "N", "C", "C", "C", "N", "C", "C", "N", "C", "H", "H", "H", "H", "H", "H", "H", "H", "H", "H", "H", "H", "H", "H", "H", "H", "C", "C", "C", "C", "P", "C", "C", "C", "C", "C", "C", "C", "C", "C", "C", "H", "H", "H", "H", "H", "H", "H", "H", "H", "H", "H", "H", "H", "H", "H", "H", "H", "H", "H", "H", "H", "H", "H", "O", "C", "O", "C", "C", "C", "C", "C", "C", "N", "O", "O", "N", "O", "O", "H", "H", "H", "C", "C", "N", "C", "C", "N", "C", "N", "N", "N", "C", "C", "C", "C", "C", "C", "H", "H", "H", "H", "H", "H", "H", "H", "H", "H", "H"], "positions_angstrom": [[-0.1081, -0.3793, 2.5212], [-1.3933, -2.8375, 3.4070], [-0.0032, -3.1773, 3.3097], [0.7188, -2.2051, 3.9417], [-0.1822, -1.1607, 4.4063], [-1.5114, -1.6532, 4.0857], [-2.2109, -3.4403, 3.0391], [0.3941, -4.0664, 2.8432], [1.7931, -2.1797, 4.0456], [0.0561, -0.4582, 5.1949], [-2.4355, -1.1729, 4.3649], [-1.4643, -0.4637, -6.5336], [-1.7479, 0.6594, -5.5614], [-0.6122, 1.6791, -5.6159], [-0.5002, 2.5072, -4.3185], [0.5540, 1.9460, -3.4586], [-1.8325, 2.5473, -3.5709], [-2.4147, 1.1713, -3.2063], [-2.0344, 0.7698, -1.8404], [-1.9221, 0.0894, -4.1660], [-2.3301, -0.9221, -6.8206], [-0.8518, -1.2168, -6.0923], [-1.0135, -0.1152, -7.3812], [-2.6772, 1.1146, -5.9096], [-0.7648, 2.3458, -6.4665], [0.3374, 1.1584, -5.7723], [-0.2584, 3.5327, -4.6136], [0.5358, 2.4333, -2.5689], [1.4617, 2.1347, -3.8731], [-2.5494, 3.0887, -4.1924], [-1.7173, 3.1407, -2.6606], [-3.5056, 1.2461, -3.3012], [-2.4042, -0.1593, -1.6571], [-2.5049, 1.3769, -1.1740], [-2.6171, -0.7563, -4.1695], [-0.9524, -0.2559, -3.8077], [-0.4293, 2.9796, 5.0909], [-1.6807, 2.5983, 4.2908], [-2.6732, 3.7641, 4.2191], [-2.3968, 1.4484, 4.9999], [-1.1530, 2.0111, 2.5756], [-2.6943, 1.7758, 1.6390], [-3.2296, 0.4928, 1.5424], [-4.4455, 0.2596, 0.9155], [-5.1533, 1.3239, 0.3773], [-4.6348, 2.6103, 0.4609], [-3.4159, 2.8354, 1.0825], [-0.0955, 3.2810, 1.6662], [-0.5116, 4.7394, 1.8986], [1.3691, 3.1339, 2.1036], [-0.2001, 2.9796, 0.1679], [-0.7272, 3.1698, 6.1235], [0.0446, 3.8863, 4.7211], [0.3175, 2.1807, 5.1059], [-2.9210, 4.0383, 5.2468], [-3.6035, 3.4804, 3.7283], [-2.2740, 4.6512, 3.7425], [-2.7970, 1.8296, 5.9409], [-1.7173, 0.6409, 5.2558], [-3.2416, 1.0641, 4.4245], [-2.7276, -0.3596, 1.9945], [-4.8485, -0.7435, 0.8675], [-6.1110, 1.1538, -0.0960], [-5.1890, 3.4459, 0.0549], [-3.0452, 3.8487, 1.1462], [-0.3199, 5.0734, 2.9150], [-1.5508, 4.9446, 1.6538], [0.1031, 5.3552, 1.2383], [1.4976, 3.1342, 3.1860], [1.9262, 3.9836, 1.7049], [1.8206, 2.2294, 1.6976], [-0.0883, 1.9189, -0.0708], [-1.1559, 3.2982, -0.2451], [0.5919, 3.5353, -0.3411], [2.5710, 0.9048, 4.4723], [2.6879, 0.2677, 3.4736], [1.5961, 0.0783, 2.6421], [3.9242, -0.3941, 3.0076], [3.9000, -1.2860, 1.9482], [5.0749, -1.8960, 1.5638], [6.2812, -1.6531, 2.1935], [6.2638, -0.7576, 3.2488], [5.1166, -0.1229, 3.6769], [7.5420, -0.4654, 3.9518], [8.5194, -1.0554, 3.5586], [7.4814, 0.3081, 4.8787], [5.0245, -2.8379, 0.4275], [3.9504, -2.9360, -0.1606], [6.0287, -3.4214, 0.1288], [2.9849, -1.5302, 1.4348], [7.2007, -2.1344, 1.8891], [5.1564, 0.5637, 4.5115], [1.7205, -0.2076, -0.5851], [0.7698, -1.3077, -0.2982], [-0.1846, -1.3473, 0.6574], [-0.9347, -2.4972, 0.3925], [-0.3914, -3.1637, -0.6410], [0.6858, -2.4081, -1.0608], [1.6243, -2.8283, -2.1107], [0.9480, -3.0760, -3.3508], [0.5103, -2.0464, -4.0805], [-0.0582, -2.4966, -5.1383], [0.0214, -3.8746, -5.1454], [-0.4316, -4.8226, -6.0730], [-0.1912, -6.1395, -5.7763], [0.4824, -6.5235, -4.5928], [0.9308, -5.6056, -3.6738], [0.6797, -4.2647, -3.9829], [1.7733, 0.4934, 0.2438], [1.3724, 0.3105, -1.4844], [2.7271, -0.5858, -0.7580], [-1.8119, -2.7358, 0.9568], [-0.6743, -4.0844, -1.1226], [2.1163, -3.7463, -1.7984], [2.3798, -2.0613, -2.2385], [-0.9368, -4.5288, -6.9826], [-0.5156, -6.9096, -6.4620], [0.6555, -7.5756, -4.4125], [1.4586, -5.9137, -2.7811]], "forces_ev_per_a": [[0.534, -1.001, -0.601], [0.064, -0.033, -0.337], [-0.202, -0.037, -0.274], [0.394, 0.791, 0.286], [-0.131, -0.918, 0.904], [-0.152, 0.833, 0.277], [-0.011, 0.025, 0.006], [0.014, 0.020, -0.038], [-0.025, -0.080, 0.079], [0.062, 0.050, -0.029], [-0.018, -0.046, 0.026], [0.077, -0.183, 0.008], [-0.043, 0.041, 0.011], [0.005, 0.010, -0.014], [0.027, 0.012, 0.001], [-0.041, -0.048, 0.003], [0.059, -0.033, 0.021], [-0.018, 0.004, -0.016], [-0.043, 0.033, -0.001], [0.013, -0.004, 0.008], [0.011, 0.004, 0.016], [-0.093, 0.183, -0.062], [0.003, 0.005, 0.021], [-0.007, 0.003, 0.027], [0.027, -0.019, -0.021], [0.000, -0.007, 0.020], [-0.028, 0.010, 0.017], [0.031, 0.004, 0.005], [-0.009, -0.005, 0.011], [0.000, 0.001, -0.004], [-0.019, 0.037, 0.009], [0.009, -0.006, 0.002], [-0.015, -0.004, 0.003], [-0.001, 0.010, 0.015], [0.006, -0.006, -0.004], [-0.003, -0.006, -0.005], [-0.038, -0.028, 0.014], [0.095, 0.009, -0.066], [0.034, 0.015, 0.025], [-0.013, -0.007, 0.010], [-0.386, 0.306, 0.206], [0.002, 0.010, 0.048], [-0.033, -0.082, -0.012], [-0.020, 0.036, -0.009], [0.008, -0.049, -0.019], [0.039, 0.008, -0.017], [-0.008, 0.048, -0.009], [0.017, -0.075, 0.032], [-0.010, 0.006, 0.028], [0.048, 0.011, 0.004], [-0.003, -0.057, -0.032], [-0.001, 0.007, 0.004], [0.006, 0.025, -0.019], [-0.004, 0.013, -0.007], [-0.004, 0.000, -0.007], [0.000, -0.021, -0.017], [0.029, 0.059, -0.049], [-0.009, 0.007, -0.009], [-0.020, 0.003, 0.018], [0.005, -0.017, -0.020], [0.056, -0.021, 0.026], [-0.008, -0.001, 0.000], [-0.005, 0.008, 0.001], [-0.001, 0.003, -0.004], [-0.045, -0.053, 0.013], [0.009, -0.004, 0.038], [0.044, 0.022, 0.010], [-0.004, 0.001, 0.003], [0.011, -0.016, -0.051], [0.004, 0.000, 0.005], [-0.020, 0.054, 0.011], [0.021, -0.036, -0.010], [0.002, 0.018, -0.007], [-0.004, -0.012, -0.008], [-0.093, 0.006, -0.092], [0.047, 0.024, 0.291], [-0.227, 0.196, -0.178], [0.022, 0.026, -0.022], [-0.026, -0.041, -0.022], [0.031, -0.075, 0.010], [-0.010, 0.011, 0.036], [0.012, 0.062, -0.064], [0.052, -0.020, -0.015], [0.004, -0.219, 0.213], [-0.031, 0.094, -0.066], [0.001, 0.047, -0.114], [0.069, 0.095, -0.186], [-0.073, 0.007, 0.048], [-0.049, -0.009, 0.085], [-0.006, -0.001, -0.012], [-0.003, -0.003, -0.010], [-0.006, 0.008, 0.001], [0.075, 0.058, 0.087], [-0.007, -0.112, 0.155], [0.035, -0.122, -0.510], [0.016, 0.114, -0.004], [-0.099, 0.059, -0.030], [0.133, 0.004, -0.050], [-0.080, -0.024, 0.009], [0.126, -0.013, -0.065], [-0.083, 0.025, 0.023], [0.117, -0.064, -0.003], [-0.059, 0.028, 0.003], [0.017, 0.018, 0.002], [0.005, -0.003, 0.011], [-0.004, -0.002, -0.013], [-0.002, 0.024, 0.005], [-0.047, -0.034, 0.050], [-0.080, 0.020, -0.063], [0.004, 0.067, -0.008], [0.007, -0.026, -0.022], [-0.055, -0.078, 0.027], [0.007, -0.003, -0.007], [0.020, 0.012, 0.035], [-0.038, 0.034, -0.016], [0.003, -0.009, -0.006], [0.005, -0.005, 0.001], [-0.002, -0.003, -0.006], [0.004, -0.002, -0.002]], "total_charge": 3, "energy_ha": -3862.21074, "relative_energy_kcal_mol": 11.68, "orbital_gap_ha": 0.256}

=====

No. 2
{"formula": "C43H59B2LuN7O2S3", "method": "ωB97M-V with the def2-TZVPD basis set", "symbols": ["Lu", "C", "C", "C", "C", "N", "N", "B", "N", "N", "C", "C", "C", "C", "C", "S", "C", "C", "C", "C", "N", "N", "C", "C", "C", "C", "C", "S", "C", "C", "C", "C", "C", "S", "C", "C", "C", "C", "H", "H", "H", "H", "H", "H", "H", "H", "H", "H", "H", "H", "H", "H", "H", "H", "H", "H", "H", "H", "H", "H", "H", "H", "H", "H", "H", "H", "H", "H", "H", "H", "H", "H", "H", "H", "H", "H", "H", "C", "C", "C", "C", "C", "C", "C", "C", "O", "B", "O", "C", "C", "H", "H", "H", "H", "H", "H", "H", "H", "H", "H", "H", "H", "C", "C", "C", "C", "C", "C", "N", "H", "H", "H", "H", "H", "H", "H", "H"], "positions_angstrom": [[1.8505, 0.5155, 0.1445], [-1.1677, -3.7700, -1.5120], [-1.4181, -2.4607, -0.8369], [-2.3283, -2.3684, 0.2133], [-2.4549, -1.1437, 0.8720], [-1.7860, -0.0782, 0.4980], [-0.9462, -0.0972, -0.5665], [-0.2489, 1.1505, -0.8581], [-0.0108, 1.3860, -2.3775], [-1.1533, 1.2816, -3.0382], [-1.1901, 1.3210, -4.3385], [-0.0142, 1.5548, -5.0873], [1.1823, 1.6589, -4.4340], [2.4787, 1.7920, -5.1463], [1.1782, 1.5292, -3.0117], [2.6725, 1.4304, -2.2001], [-2.5005, 0.9800, -5.0024], [-2.9082, 2.0426, -6.0255], [-3.5907, 0.8389, -3.9435], [-2.3147, -0.3720, -5.7095], [-0.8860, 2.4153, -0.2082], [-2.1999, 2.5324, -0.3466], [-2.8416, 3.5772, 0.1020], [-2.1337, 4.6457, 0.7075], [-0.7811, 4.5482, 0.8807], [0.0278, 5.6132, 1.5318], [-0.1394, 3.3514, 0.4341], [1.5182, 3.1404, 0.7502], [-4.3581, 3.5900, 0.0609], [-4.9214, 4.9775, -0.2747], [-4.8376, 3.2082, 1.4738], [-4.9013, 2.5802, -0.9527], [-0.7594, -1.3108, -1.2261], [0.5204, -1.4487, -2.4832], [-3.4711, -0.9385, 1.9785], [-3.0587, 0.2412, 2.8626], [-4.7909, -0.6483, 1.2449], [-3.6774, -2.1647, 2.8726], [-1.8886, -4.5089, -1.1715], [-0.1663, -4.1352, -1.2776], [-1.2394, -3.6660, -2.5938], [-2.8960, -3.2314, 0.5035], [-0.0622, 1.6071, -6.1625], [2.3285, 1.7734, -6.2210], [3.1364, 0.9711, -4.8595], [2.9825, 2.7148, -4.8616], [-3.0349, 3.0102, -5.5470], [-3.8540, 1.7536, -6.4755], [-2.1760, 2.1431, -6.8219], [-3.7172, 1.7752, -3.4132], [-3.3218, 0.0723, -3.2236], [-4.5294, 0.5663, -4.4155], [-1.6405, -0.2919, -6.5578], [-3.2790, -0.7201, -6.0718], [-1.9190, -1.1117, -5.0168], [-2.6593, 5.5239, 1.0494], [-0.6087, 6.3869, 1.9537], [0.7051, 6.0609, 0.8045], [0.6515, 5.1772, 2.3106], [-4.7092, 5.7035, 0.5044], [-6.0032, 4.9014, -0.3587], [-4.5311, 5.3480, -1.2193], [-4.3533, 3.8173, 2.2354], [-4.6309, 2.1636, 1.6791], [-5.9112, 3.3669, 1.5410], [-4.9265, 3.0221, -1.9455], [-5.9175, 2.3037, -0.6843], [-4.2772, 1.6923, -0.9774], [-2.7432, 1.0787, 2.2475], [-2.2273, -0.0555, 3.4990], [-3.8871, 0.5450, 3.4980], [-4.6685, 0.1678, 0.5395], [-5.5609, -0.3845, 1.9655], [-5.1191, -1.5274, 0.6937], [-2.7707, -2.4072, 3.4213], [-3.9979, -3.0382, 2.3107], [-4.4595, -1.9275, 3.5903], [3.9966, -5.3639, 3.4471], [4.9782, -4.2181, 3.1462], [4.8765, -3.1758, 4.2656], [6.4028, -4.7804, 3.1610], [4.6024, -3.5934, 1.8083], [5.4608, -3.6193, 0.7067], [5.0971, -3.1716, -0.5567], [3.8190, -2.6757, -0.6932], [3.1412, -2.2666, -1.8255], [1.8876, -1.9388, -1.4160], [1.7489, -2.0180, -0.0130], [2.9743, -2.5607, 0.4121], [3.3358, -3.0200, 1.6588], [4.3239, -5.8936, 4.3376], [3.9541, -6.0755, 2.6261], [2.9935, -4.9887, 3.6295], [5.1659, -3.6345, 5.2077], [3.8651, -2.7952, 4.3665], [5.5343, -2.3344, 4.0681], [6.6074, -5.1881, 4.1482], [7.1368, -4.0017, 2.9658], [6.5299, -5.5833, 2.4393], [6.4551, -4.0188, 0.8088], [5.7796, -3.2257, -1.3897], [2.6482, -2.9312, 2.4830], [0.9598, -0.1389, 3.3364], [2.4468, -0.0079, 3.1574], [3.4839, 0.0267, 4.0594], [4.6773, 0.1588, 3.3094], [4.3169, 0.1945, 1.9840], [5.1570, 0.3133, 0.7412], [2.9493, 0.0847, 1.8810], [0.6521, 0.3043, 4.2795], [0.6480, -1.1866, 3.3453], [0.4181, 0.3739, 2.5150], [3.4103, -0.0292, 5.1292], [5.6753, 0.2245, 3.6986], [5.5283, 1.3326, 0.6093], [4.5871, 0.0309, -0.1682], [6.0183, -0.3534, 0.8079]], "forces_ev_per_a": [[0.954, 0.651, -0.215], [-0.048, -0.013, -0.045], [-0.725, 0.019, 0.608], [0.500, 0.153, -0.433], [0.145, -0.716, -0.224], [0.399, 0.727, -0.155], [-0.778, -1.586, -0.007], [-0.755, 1.055, -0.253], [0.761, 0.225, -0.286], [-0.791, -0.164, -0.154], [0.228, 0.012, -0.087], [0.283, 0.018, 0.518], [-0.436, -0.022, -0.089], [0.096, 0.005, -0.123], [-0.431, -0.084, 0.295], [0.473, -0.099, 0.311], [-0.320, -0.106, -0.020], [0.097, -0.090, 0.183], [0.133, 0.027, -0.208], [-0.046, 0.169, 0.080], [0.505, 0.490, 0.379], [-0.872, -0.085, -0.357], [0.357, 0.115, -0.003], [0.557, -0.293, -0.008], [-0.569, -0.047, -0.118], [0.022, 0.054, 0.051], [-0.240, -0.351, -0.198], [0.272, -0.597, 0.036], [-0.312, -0.110, 0.012], [0.193, -0.185, 0.044], [0.029, 0.059, -0.202], [0.136, 0.133, 0.149], [0.706, 0.551, -0.183], [-0.358, 0.180, 0.270], [-0.141, 0.186, 0.188], [-0.018, -0.099, -0.207], [0.123, 0.015, 0.082], [0.159, 0.130, -0.254], [-0.007, -0.029, -0.017], [0.009, -0.024, -0.025], [0.017, -0.096, -0.015], [-0.106, -0.166, 0.133], [0.054, -0.008, -0.169], [0.005, 0.058, -0.097], [0.050, 0.013, -0.061], [0.059, 0.037, -0.013], [-0.041, 0.148, 0.031], [-0.105, 0.014, -0.091], [0.085, 0.037, -0.130], [-0.076, 0.090, 0.164], [-0.063, -0.086, 0.164], [-0.146, -0.023, -0.104], [0.124, -0.035, -0.120], [-0.067, -0.060, -0.086], [0.034, -0.146, 0.060], [-0.024, 0.067, 0.043], [-0.022, 0.027, -0.009], [0.066, 0.051, -0.003], [0.001, 0.085, 0.083], [0.007, 0.149, 0.085], [-0.086, 0.009, -0.028], [0.054, 0.071, -0.122], [0.023, 0.049, 0.104], [0.050, -0.101, 0.081], [-0.132, -0.002, 0.043], [0.054, -0.025, -0.162], [-0.144, -0.023, 0.003], [-0.067, -0.107, -0.073], [-0.032, 0.141, 0.123], [0.127, 0.066, 0.083], [-0.081, -0.003, 0.080], [-0.043, 0.128, -0.067], [-0.128, 0.031, 0.062], [-0.071, -0.077, -0.068], [0.102, -0.087, 0.067], [-0.055, -0.102, -0.005], [-0.044, -0.039, 0.097], [0.191, 0.106, -0.067], [0.035, -0.038, 0.239], [0.046, -0.161, -0.160], [-0.243, 0.090, -0.059], [0.043, 0.034, -0.162], [-0.033, -0.011, 0.090], [-0.383, 0.189, -0.232], [-0.286, -0.135, 0.979], [0.135, 0.059, -0.585], [-0.265, -0.456, -0.012], [-0.012, 0.468, -0.177], [1.039, -0.660, -0.199], [-0.286, 0.201, -0.311], [-0.004, -0.074, 0.151], [0.011, -0.096, -0.111], [-0.159, 0.045, -0.003], [0.012, -0.038, 0.157], [-0.123, 0.121, 0.034], [0.053, 0.102, 0.016], [0.030, -0.039, 0.072], [0.115, 0.057, -0.042], [0.056, -0.095, -0.120], [0.100, -0.098, 0.100], [0.015, -0.036, -0.111], [-0.075, 0.001, 0.183], [0.380, -0.068, -0.129], [-0.060, -0.014, 0.246], [-0.455, 0.046, -0.142], [0.026, 0.045, -0.500], [0.251, -0.124, 0.047], [-0.147, 0.096, 0.221], [0.330, 0.065, 0.786], [-0.184, 0.114, -0.016], [-0.136, -0.027, -0.066], [-0.039, -0.063, 0.317], [-0.078, 0.005, 0.200], [0.214, 0.016, 0.063], [0.001, -0.044, -0.133], [0.257, 0.050, 0.215], [-0.042, 0.005, -0.198]], "total_charge": 1, "energy_ha": -4687.52471, "orbital_gap_ha": 0.230}

=====

| no. | molar mass (g mol⁻¹) |
| --- | --- |
| 1 | 889.8 |
| 2 | 998.8 |